No. 1
The following is a DFT calculation (ωB97M-V/def2-TZVPD) of an isolated molecule of C8H12O.

**2S+1**: 1
**E_tot**: -387.18077 Eh
**HOMO**: -8.71 eV

Each line ends with the natural charge from an NBO analysis.
Element x y z (Å)
O1 1.07826 0.12331 1.64793  -0.721
C1 -0.20202 0.40440 1.21572  0.245
C2 -0.08107 1.52885 0.25616  -0.403
C3 0.82795 1.20617 -0.93372  -0.385
C4 0.45023 -0.05132 -1.75162  -0.458
C5 0.57845 -1.40238 -1.09537  -0.168
C6 -0.06032 -1.75496 0.03992  -0.220
C7 -0.97285 -0.69002 0.52225  -0.309
C8 -1.37452 -0.26330 1.88941  -0.411
H1 1.41965 -0.74336 1.30566  0.483
H2 0.37830 2.35260 0.79155  0.211
H3 -1.06440 1.91025 -0.07907  0.199
H4 0.72040 2.00328 -1.68171  0.210
H5 1.85528 1.17526 -0.56351  0.214
H6 0.97672 -0.07112 -2.69125  0.217
H7 -0.60300 0.11376 -2.02858  0.205
H8 1.02565 -2.12879 -1.70245  0.200
H9 0.10405 -2.73100 0.49263  0.215
H10 -1.58337 -0.37115 -0.30011  0.217
H11 -1.15495 -0.91864 2.69858  0.231
H12 -2.31845 0.30818 1.96758  0.225

---

No. 2
The following is a DFT calculation (ωB97M-V/def2-TZVPD) of a cluster of 2 separate species, CH3Cl2N4 in total.

**2S+1**: 1
**E_tot**: -1178.81458 Eh
**HOMO (alpha / beta)**: -15.15 / -13.87 eV
**Charge**: +1

Each line ends with the natural charge from an NBO analysis.
Element x y z (Å)
C1 -0.17176 1.25560 0.40498  0.223
N1 -1.14285 0.73740 -0.26830  -0.160
N2 0.69268 -0.56976 -0.52937  -0.177
N3 0.93921 0.53139 0.29100  -0.179
N4 -0.69956 -0.39727 -0.81219  -0.105
Cl1 2.45511 0.73897 1.06313  0.351
Cl2 -1.54868 -2.09588 0.63944  -0.233
H1 -0.42478 2.06909 1.02538  0.283
H2 1.25835 -1.44962 -0.35084  0.488
H3 -1.35772 -0.81992 -1.46324  0.510

---

No. 3
The following is a DFT calculation (ωB97M-V/def2-TZVPD) of a structure of composition C3HInO3.

**2S+1**: 1
**E_tot**: -529.67236 Eh
**HOMO (alpha / beta)**: -18.12 / -18.55 eV
**Charge**: +2

Each line ends with the Löwdin charge.
Element x y z (Å)
C1 -1.97769 -0.85814 0.18835  0.019
C2 -0.90467 -1.54240 0.25517  0.122
O1 0.39956 -1.11465 0.08666  0.146
C3 0.66074 0.17818 0.03810  -0.163
O2 1.77128 0.47199 -0.44922  -0.169
In1 2.97088 1.72172 -0.19944  1.583
O3 -2.27858 0.34827 0.07808  0.167
H1 -0.64153 0.79504 0.00230  0.296

---

No. 4
The following is a DFT calculation (ωB97M-V/def2-TZVPD) of a structure of composition C29H39N9PPbSSi.

**2S+1**: 1
**E_tot**: -2842.50682 Eh
**HOMO**: -14.43 eV
**Charge**: +3

Each line ends with the Löwdin charge.
Element x y z (Å)
Pb1 -4.07738 -0.74915 -1.62412  1.182
C1 -9.75163 0.86506 -3.09631  -0.001
N1 -8.30700 0.69041 -3.22441  -0.114
C2 -7.55369 1.22849 -4.22763  -0.027
C3 -6.26364 0.85467 -3.98540  -0.115
N2 -6.22025 0.09497 -2.85107  -0.067
C4 -7.46549 0.01128 -2.40351  -0.458
P1 -7.99657 -0.87391 -0.90683  1.186
C5 -6.94227 -0.04894 0.32994  -0.457
N3 -5.61708 -0.10300 0.39439  -0.087
C6 -5.24560 0.67729 1.45704  -0.111
C7 -6.36073 1.20223 2.03981  -0.026
N4 -7.42719 0.73572 1.32372  -0.112
C8 -8.81861 1.09209 1.59053  0.000
C9 -7.01959 -2.39815 -1.12767  -0.446
N5 -5.72056 -2.51436 -1.39400  -0.071
C10 -5.44954 -3.84904 -1.49857  -0.135
C11 -6.60194 -4.55053 -1.29885  -0.022
N6 -7.58295 -3.62813 -1.05946  -0.110
C12 -8.99233 -3.94260 -0.82473  -0.006
H1 -10.23638 0.56686 -4.02272  0.105
H2 -9.98140 1.90720 -2.88522  0.105
H3 -10.12179 0.24284 -2.28673  0.062
H4 -7.99118 1.82017 -5.01332  0.139
H5 -5.38126 1.08693 -4.55836  0.117
H6 -4.21331 0.80693 1.73789  0.121
H7 -6.48603 1.85430 2.88711  0.138
H8 -9.00637 1.02524 2.65901  0.104
H9 -9.47658 0.40021 1.07226  0.065
H10 -9.01637 2.10671 1.25065  0.106
H11 -4.45722 -4.21196 -1.70703  0.106
H12 -6.80622 -5.60713 -1.31424  0.136
H13 -9.08867 -5.01984 -0.72780  0.100
H14 -9.60142 -3.60690 -1.66103  0.099
H15 -9.33823 -3.47212 0.09221  0.089
C13 15.61584 4.43669 2.68404  -0.151
Si1 17.37606 4.82130 2.38544  0.963
C14 18.43872 3.56700 1.58406  -0.156
C15 18.07697 6.38881 2.88701  -0.302
C16 17.28629 7.37225 3.51090  -0.077
C17 17.84795 8.57503 3.88944  -0.045
C18 19.19780 8.81101 3.64945  -0.020
C19 19.99554 7.85219 3.03335  -0.043
C20 19.44205 6.64603 2.65391  -0.077
H16 15.54946 3.67895 3.47209  0.064
H17 15.17274 3.99701 1.78836  0.057
H18 15.03349 5.30368 2.98898  0.041
H19 19.34733 3.39729 2.16594  0.058
H20 18.75108 3.92749 0.59893  0.063
H21 17.91554 2.62075 1.45454  0.052
H22 16.23511 7.19439 3.69985  0.102
H23 17.24233 9.33076 4.36973  0.120
H24 19.63464 9.75525 3.94697  0.124
H25 21.04290 8.05082 2.85404  0.121
H26 20.06712 5.90198 2.17505  0.107
S1 -2.52753 -2.47476 0.05918  0.532
C21 -3.47313 -3.36939 1.18153  -0.803
N7 -2.99788 -4.51762 1.65309  0.034
C22 -3.65359 -5.32484 2.68453  -0.142
C23 -4.56676 -4.44017 3.51414  -0.148
C24 -5.47320 -3.64702 2.58853  -0.151
N8 -4.65658 -2.93677 1.60732  0.034
H27 -2.09108 -4.79288 1.31107  0.133
H28 -2.87930 -5.77604 3.30160  0.133
H29 -4.21876 -6.13174 2.21251  0.128
H30 -3.97128 -3.75411 4.11867  0.130
H31 -5.16165 -5.05272 4.18908  0.128
H32 -6.04938 -2.90793 3.14355  0.127
H33 -6.17531 -4.31209 2.07593  0.120
H34 -4.97362 -2.05462 1.23299  0.070
C25 -2.97904 -3.82012 -5.83699  -0.028
C26 -2.02479 -3.54886 -4.86918  -0.029
C27 -2.38750 -2.77825 -3.77928  -0.146
N9 -3.62114 -2.28883 -3.62122  -0.099
C28 -4.53855 -2.55382 -4.55759  -0.145
C29 -4.26063 -3.31213 -5.67858  -0.032
H35 -2.72806 -4.41718 -6.70336  0.123
H36 -1.01482 -3.92355 -4.95341  0.120
H37 -1.66977 -2.54997 -2.99900  0.096
H38 -5.52631 -2.13930 -4.39125  0.100
H39 -5.03283 -3.49779 -6.41150  0.118

---

No. 5
The following is a DFT calculation (ωB97M-V/def2-TZVPD) of a structure of composition C15H16F3N7OPSTi.

**2S+1**: 2
**E_tot**: -2927.75891 Eh
**HOMO (alpha / beta)**: -14.88 / -15.19 eV
**Charge**: +2
**<S²>**: 0.758

Each line ends with the Mulliken spin population.
Element x y z (Å)
Ti1 -0.08646 -0.16705 -0.76779  1.038
F1 1.57242 4.20312 1.28992  0.000
C1 1.63973 4.49837 -0.01730  -0.002
F2 0.46172 4.99717 -0.38329  0.000
F3 2.56419 5.43812 -0.17468  0.000
C2 1.98418 3.25596 -0.81415  -0.002
C3 3.12829 3.21262 -1.59234  0.005
C4 3.47364 2.05695 -2.28917  0.000
C5 2.66383 0.95612 -2.15645  0.008
N1 1.55112 0.99873 -1.40020  -0.006
C6 1.17954 2.12411 -0.75986  0.002
S1 -0.39802 2.02160 0.09512  -0.002
H1 3.75812 4.09041 -1.65573  0.001
H2 4.35590 2.01675 -2.91022  0.000
H3 2.88037 0.01820 -2.64939  -0.001
C7 -0.30329 -2.21103 4.48287  0.000
N2 -0.62404 -0.72940 4.17593  0.001
C8 0.61226 0.11611 4.56133  0.001
N3 1.76508 -0.36283 3.88836  0.001
C9 2.01184 -1.77266 4.19589  0.001
N4 0.87655 -2.60901 3.80244  -0.001
C10 0.72022 -2.73386 2.35154  0.003
P1 0.39944 -1.06974 1.62234  -0.051
C11 -0.98456 -0.55201 2.72830  -0.002
C12 1.74763 -0.10573 2.45076  -0.003
H4 -1.17274 -2.79341 4.18202  0.000
H5 -0.16982 -2.26824 5.56250  0.000
H6 -1.41630 -0.43290 4.74959  0.000
H7 0.71411 0.01126 5.64093  0.000
H8 0.38137 1.14859 4.30310  0.000
H9 2.17902 -1.88282 5.26713  0.000
H10 2.90330 -2.10536 3.66844  0.000
H11 -0.10659 -3.40665 2.11871  -0.002
H12 1.62252 -3.16466 1.91731  0.000
H13 -1.87523 -1.15097 2.53258  0.000
H14 -1.22588 0.49585 2.54965  0.004
H15 1.58613 0.95568 2.25295  0.008
H16 2.71164 -0.38645 2.02405  0.000
O1 -1.06297 -1.51717 -1.61433  -0.023
N5 -2.01899 -0.78372 -0.96878  -0.060
C13 -3.21006 -0.79379 -1.43394  0.042
C14 -4.16078 0.03069 -0.72962  -0.001
N6 -4.87508 0.68316 -0.11309  0.021
C15 -3.60207 -1.59030 -2.55865  -0.004
N7 -3.89111 -2.22080 -3.47280  0.023

---

No. 6
The following is a DFT calculation (ωB97M-V/def2-TZVPD) of an isolated molecule of C3H4OS.

**2S+1**: 1
**E_tot**: -590.03038 Eh
**HOMO**: -8.67 eV

Each line ends with the natural charge from an NBO analysis.
Element x y z (Å)
C1 -0.26623 0.10031 0.84937  -0.666
C2 -1.71993 0.32465 0.49160  -0.257
S1 -2.25300 1.40931 -0.49136  0.167
C3 -2.28157 -1.11645 0.55832  0.388
O1 -2.81578 -1.63404 -0.34370  -0.452
H1 -0.14309 0.00276 1.86784  0.224
H2 0.62897 0.71883 0.57961  0.251
H3 -0.34393 -0.82334 0.25238  0.235
H4 -1.71105 -1.41872 1.48584  0.110

---

Table of strongest force on any atom (eV/Å), in record order: 2.236 2.803 9.051 0.090 0.657 4.070
Table of ΔE to the lowest compared entry with this formula, charge and spin (kJ/mol), in record order: 215.8 319.9 82.9 0.0 0.0 247.5
Table of molecular weight (g/mol), in record order: 124.18 141.97 199.86 812.02 478.24 88.13